# 1
{"formula": "C11H18BBrN2O3", "method": "the ωB97M-V functional and the def2-TZVPD basis", "homo_lumo_gap_ev": 10.5, "smiles": "CCB(O)[C@](O)(C#N)[C@@](C#N)(CCO)[C@H](Br)CC", "charge": 0, "molar_mass_g_mol": 317.0, "elements": ["C", "C", "B", "O", "C", "O", "C", "N", "C", "C", "N", "C", "C", "O", "C", "Br", "C", "C", "H", "H", "H", "H", "H", "H", "H", "H", "H", "H", "H", "H", "H", "H", "H", "H", "H", "H"], "positions_angstrom": [[-4.1422, -1.0522, 0.7594], [-3.4989, 0.2038, 0.0673], [-2.0668, 0.4065, 0.7602], [-2.0248, 1.2887, 1.8585], [-0.7230, -0.3997, 0.2538], [-1.1807, -1.4514, -0.5795], [-0.1032, -0.9445, 1.5382], [0.3641, -1.5266, 2.3877], [0.1780, 0.6683, -0.4639], [-0.8016, 1.6639, -1.1265], [-1.4762, 2.3668, -1.6810], [0.9877, 1.5610, 0.5622], [2.3928, 1.0058, 0.9059], [2.6750, 1.4860, 2.2411], [1.0851, 0.1000, -1.6215], [0.1781, 0.0526, -3.3941], [1.7636, -1.2748, -1.3184], [3.3378, -1.2366, -1.3433], [-4.7942, -0.7051, 1.5870], [-3.3921, -1.7667, 1.1680], [-4.7909, -1.6415, 0.0790], [-4.0846, 1.1083, 0.3210], [-3.3559, 0.0842, -1.0273], [-1.8425, 0.7957, 2.6769], [-1.4627, -1.0924, -1.4362], [0.3981, 1.8137, 1.4604], [1.1525, 2.5217, 0.0235], [3.2049, 1.3845, 0.2558], [2.4019, -0.1044, 0.9892], [3.6067, 1.3279, 2.4455], [1.9050, 0.8349, -1.7640], [1.4540, -1.9740, -2.1220], [1.4521, -1.7479, -0.3707], [3.7457, -1.7789, -2.2236], [3.7239, -1.7729, -0.4518], [3.7334, -0.2048, -1.4169]], "forces_ev_per_a": [[-0.256, -0.068, 0.045], [1.113, -0.028, 0.192], [-1.080, 0.896, 0.517], [-0.061, -1.417, -0.331], [-0.989, 0.829, 1.312], [0.814, -0.408, 0.056], [-1.056, 0.746, -4.087], [0.844, -0.904, 2.164], [-0.908, 1.079, -0.368], [3.283, -3.369, 2.296], [-2.366, 2.473, -1.583], [0.782, 0.279, -1.354], [-0.048, -0.253, 1.625], [0.030, 0.149, -0.303], [0.884, -0.050, 0.612], [0.305, -0.172, 0.577], [0.477, -0.529, -0.714], [-0.185, -0.316, -0.285], [0.490, -0.297, -0.350], [-0.430, 0.458, -0.239], [0.434, 0.440, 0.253], [0.194, -0.484, -0.541], [-0.548, 0.061, 0.590], [0.411, 0.506, -0.148], [0.092, 0.069, 0.269], [0.296, -0.485, -0.359], [-0.163, -0.474, 0.482], [-0.672, -0.380, -0.127], [0.000, 0.655, -0.556], [-0.279, -0.019, -0.107], [-0.727, -0.288, -0.107], [0.013, 0.354, 0.660], [-0.152, 0.556, -0.437], [-0.378, 0.340, 0.474], [-0.036, 0.621, -0.465], [-0.128, -0.568, 0.337]]}

# 2
{"formula": "C11H18Br2F3N3O4", "method": "the ωB97M-V functional and the def2-TZVPD basis", "homo_lumo_gap_ev": 7.6, "charge": 0, "molar_mass_g_mol": 473.1, "elements": ["C", "C", "O", "C", "C", "O", "C", "N", "C", "O", "O", "C", "N", "N", "C", "C", "C", "F", "Br", "C", "F", "F", "Br", "H", "H", "H", "H", "H", "H", "H", "H", "H", "H", "H", "H", "H", "H", "H", "H", "H", "H"], "positions_angstrom": [[-1.2749, -1.0955, 3.1396], [-2.5204, -1.4423, 2.1574], [-2.0523, -2.1645, 0.9956], [-2.7901, -1.8328, -0.1957], [-2.0504, -0.7131, -1.1083], [-1.8799, 0.4467, -0.2599], [-1.9839, 1.6936, -0.9801], [-0.8117, 2.5424, -0.5874], [-0.8609, 2.6278, 0.9050], [-1.6093, 3.5524, 1.3852], [-0.1747, 1.8280, 1.7818], [0.4365, 2.0271, -1.0839], [0.3641, 1.3576, -2.4116], [1.6230, 2.1603, -0.4910], [2.9221, 1.6110, -0.9981], [2.9737, 0.0184, -1.1636], [2.7113, -0.8128, 0.1732], [1.5356, -0.4498, 0.8832], [4.2243, -0.7733, 1.4668], [2.5151, -2.3837, -0.2365], [3.7348, -3.0294, -0.5547], [1.5228, -2.5545, -1.2566], [1.7332, -3.2723, 1.3918], [-1.1542, -1.9630, 3.8701], [-1.3777, -0.0707, 3.6285], [-0.3480, -1.0776, 2.4751], [-2.9912, -0.4234, 1.8938], [-3.2895, -1.9976, 2.7934], [-3.0836, -2.7497, -0.8287], [-3.7933, -1.3651, 0.1397], [-2.6158, -0.5164, -2.0814], [-1.0173, -1.1395, -1.4199], [-2.1493, 1.5958, -2.1012], [-2.9146, 2.2385, -0.5644], [1.1320, 1.6725, -3.0213], [0.3040, 0.3419, -2.3192], [1.6947, 2.6872, 0.4061], [3.1582, 2.0960, -2.0034], [3.7759, 1.9028, -0.2833], [2.3251, -0.3396, -2.0495], [4.0566, -0.2335, -1.4865]], "forces_ev_per_a": [[-0.035, -0.807, -1.177], [0.411, 1.891, 1.815], [-1.010, 0.615, -0.575], [-1.220, 1.029, -0.434], [0.421, -1.732, 0.618], [-0.385, 0.042, -2.424], [-1.810, 0.687, 0.510], [3.177, -3.156, -0.582], [0.067, 1.275, 8.126], [1.591, -2.427, -2.966], [-1.631, 2.537, -5.450], [-1.589, -0.394, -0.917], [0.516, 1.577, 1.934], [-0.371, 0.497, 0.005], [0.723, -0.488, -0.366], [0.680, 0.246, -0.238], [-1.003, -0.888, -0.687], [2.230, -0.239, -1.844], [-0.861, 0.356, -0.908], [-0.635, -0.893, 1.044], [-2.893, 1.644, -0.075], [2.735, 0.578, 1.604], [0.651, 0.225, -1.307], [-0.093, 1.366, -0.685], [0.024, -1.568, -0.581], [-1.201, 0.169, 0.963], [0.736, -1.667, -0.013], [0.841, 0.235, -1.237], [0.918, 1.165, 1.025], [1.435, -0.631, -0.691], [0.413, -0.111, 1.435], [-1.376, 0.607, 0.558], [0.794, -0.015, 1.457], [1.697, -0.611, -0.562], [-0.434, -0.544, 0.544], [-0.026, 0.431, -0.037], [-0.701, -0.861, -0.685], [-0.236, -0.723, 1.282], [-1.653, -0.258, -0.918], [0.801, 0.451, 1.811], [-1.696, 0.391, 0.629]]}

# 3
{"formula": "C11H18Cl2NO16P2S3", "method": "the ωB97M-V functional and the def2-TZVPD basis", "homo_lumo_gap_ev": 7.8, "charge": 1, "molar_mass_g_mol": 649.3, "elements": ["O", "P", "O", "O", "C", "C", "P", "O", "Cl", "C", "C", "N", "C", "Cl", "H", "H", "H", "H", "H", "H", "C", "C", "O", "S", "O", "O", "O", "H", "H", "H", "H", "C", "C", "O", "S", "O", "O", "O", "H", "H", "H", "H", "C", "C", "O", "S", "O", "O", "O", "H", "H", "H", "H"], "positions_angstrom": [[0.4842, 0.5212, -2.8789], [-0.0612, 0.7830, -1.5517], [-0.0882, 2.2957, -1.1501], [-1.5606, 0.3261, -1.4434], [0.7729, -0.1920, -0.2201], [0.4288, -0.0476, 1.1384], [-0.8166, 1.2058, 1.7056], [-2.1941, 0.4161, 1.4428], [-0.6162, 1.1114, 3.7632], [1.0696, -0.8275, 2.1014], [2.0151, -1.7405, 1.7017], [2.3698, -1.8626, 0.4210], [1.7678, -1.1268, -0.5244], [2.3361, -1.4362, -2.0897], [0.7759, 2.6257, -0.8379], [-1.8888, 0.1186, -2.3321], [-2.9256, 1.0017, 1.6688], [0.8386, -0.7483, 3.1472], [2.4913, -2.3763, 2.4264], [3.0763, -2.5577, 0.1916], [1.8795, 6.3472, 2.0717], [0.9817, 5.7169, 3.1148], [0.7861, 4.3736, 2.6332], [2.0997, 3.8756, 1.8849], [2.8828, 3.0874, 2.7620], [1.7009, 3.3416, 0.6275], [2.7909, 5.2906, 1.7124], [1.3233, 6.6417, 1.1808], [2.4372, 7.1972, 2.4518], [0.0237, 6.2187, 3.2078], [1.4667, 5.6665, 4.0908], [1.5268, -5.9003, 0.7957], [2.2091, -7.2320, 1.0310], [3.6109, -6.9076, 1.0480], [3.8302, -5.4669, 1.6774], [4.1573, -5.5901, 3.0463], [4.6052, -4.6765, 0.7852], [2.3048, -4.9638, 1.5699], [1.5744, -5.6068, -0.2547], [0.4945, -5.8894, 1.1329], [2.0085, -7.9520, 0.2441], [1.9413, -7.6596, 1.9982], [-6.0316, 0.7433, -3.8863], [-5.3008, 1.9985, -3.4559], [-3.9162, 1.6952, -3.6904], [-3.7866, 0.7372, -4.9708], [-3.4831, 1.5209, -6.1062], [-2.9983, -0.3810, -4.5859], [-5.3204, 0.3000, -5.0502], [-5.9734, -0.0377, -3.1256], [-7.0711, 0.9278, -4.1409], [-5.4532, 2.2373, -2.4076], [-5.5759, 2.8565, -4.0717]], "forces_ev_per_a": [[0.468, -0.155, 0.067], [0.001, -0.194, -1.686], [0.191, -0.256, 0.768], [-0.299, 0.058, 0.538], [-0.022, 0.178, 0.459], [-0.213, -0.728, 0.279], [0.133, 1.648, -0.010], [0.133, -0.664, 0.159], [0.039, -0.222, -0.026], [0.373, -0.290, -0.641], [-0.142, 0.254, 0.928], [-0.496, 0.100, 0.625], [0.035, 0.321, -0.981], [0.164, -0.187, -0.019], [-0.210, 0.327, 0.106], [-0.177, -0.097, -0.178], [-0.243, -0.003, -0.171], [-0.065, -0.004, 0.132], [0.267, -0.229, -0.083], [0.055, 0.031, -0.322], [-0.326, 0.217, -0.186], [0.223, 0.134, 0.336], [-0.008, 0.041, -0.345], [-0.140, 0.376, 0.678], [0.132, -0.225, -0.138], [0.130, -0.108, -0.256], [-0.008, -0.219, -0.017], [0.003, -0.012, 0.013], [0.200, -0.123, -0.009], [-0.107, -0.177, -0.102], [0.002, 0.018, -0.018], [-0.008, -0.045, -0.309], [-0.232, -0.114, 0.314], [0.013, 0.296, -0.278], [-0.275, -0.424, -0.047], [0.142, 0.262, 0.107], [0.066, 0.171, 0.011], [-0.127, -0.096, 0.050], [0.007, -0.021, 0.005], [0.050, 0.108, 0.162], [0.217, 0.010, -0.072], [-0.016, 0.014, -0.011], [-0.017, -0.152, 0.331], [-0.194, 0.269, -0.221], [-0.062, -0.313, 0.158], [-0.373, 0.214, 0.176], [0.156, -0.169, -0.201], [0.263, 0.046, 0.113], [0.099, 0.209, -0.051], [-0.007, 0.020, 0.002], [0.036, -0.033, -0.194], [0.194, -0.048, 0.044], [-0.026, -0.015, 0.010]]}

Number 1: HOMO level -0.36789 hartree. Number 2: HOMO level -0.29258 hartree. Number 3: HOMO level -0.44969 hartree.